A structure of composition C45H51BBrF4MoN4O4SSi. Source: the OMol25 dataset; level of theory: wB97M-V/def2-TZVPD.

```
! wB97M-V def2-TZVPD RIJCOSX def2/J DEFGRID3
* xyz -1 3
Mo 0.303 0.924 1.629
C -3.290 2.130 3.853
C -2.801 3.045 4.762
C -1.464 3.397 4.719
C -0.639 2.825 3.771
N -1.123 1.921 2.898
C -2.417 1.582 2.940
C 0.813 3.059 3.653
C 1.496 3.987 4.432
C 2.879 4.046 4.385
C 3.574 3.170 3.560
C 2.887 2.280 2.748
C 1.492 2.219 2.758
H -4.324 1.819 3.856
H -3.453 3.474 5.513
H -1.052 4.096 5.432
H -2.738 0.853 2.214
H 0.951 4.672 5.072
H 3.415 4.758 4.999
H 4.658 3.189 3.543
H 3.460 1.629 2.098
Br 4.672 -8.541 0.077
C 5.225 -6.744 -0.176
C 4.364 -5.846 -0.789
C 4.760 -4.531 -0.956
C 6.021 -4.119 -0.525
C 6.885 -5.045 0.043
C 6.485 -6.359 0.241
N 6.561 -2.818 -0.806
N 5.927 -1.763 -0.669
C 4.722 -1.609 0.073
C 4.339 -2.351 1.172
C 3.185 -2.057 1.915
C 2.386 -1.024 1.505
O 1.280 -0.590 2.104
C 2.776 -0.217 0.422
N 1.950 0.862 0.209
C 2.338 1.727 -0.703
C 3.501 1.557 -1.469
C 4.307 0.471 -1.279
C 3.958 -0.457 -0.277
H 3.385 -6.152 -1.129
H 4.088 -3.831 -1.439
H 7.872 -4.717 0.350
H 7.149 -7.074 0.708
H 4.978 -3.156 1.506
H 2.915 -2.622 2.798
H 1.699 2.583 -0.846
H 3.746 2.309 -2.205
H 5.208 0.321 -1.858
C -3.528 -1.291 -1.602
C -3.591 -0.667 -0.212
C -4.953 -0.023 0.032
C -3.307 -1.722 0.840
O -2.561 0.343 -0.061
Si -2.109 1.577 -1.035
S -0.597 2.588 0.047
O -1.600 0.922 -2.431
C -1.210 1.338 -3.739
C 0.283 1.641 -3.709
C -1.501 0.153 -4.647
C -1.988 2.562 -4.212
O -3.354 2.573 -1.433
C -3.937 3.803 -1.000
C -4.100 3.817 0.515
C -3.086 4.985 -1.461
C -5.298 3.860 -1.679
H -4.221 -2.134 -1.651
H -2.512 -1.642 -1.802
H -3.804 -0.565 -2.373
H -5.741 -0.771 -0.097
H -5.125 0.793 -0.672
H -5.015 0.365 1.054
H -4.045 -2.524 0.759
H -3.352 -1.308 1.849
H -2.311 -2.145 0.686
H 0.846 0.741 -3.445
H 0.486 2.409 -2.958
H 0.622 1.998 -4.686
H -1.032 -0.747 -4.248
H -1.119 0.341 -5.655
H -2.579 -0.021 -4.704
H -1.715 3.447 -3.629
H -3.060 2.398 -4.092
H -1.769 2.751 -5.266
H -3.120 3.793 0.996
H -4.676 2.948 0.845
H -4.620 4.726 0.829
H -2.052 4.865 -1.136
H -3.476 5.911 -1.031
H -3.107 5.071 -2.551
H -5.926 3.032 -1.341
H -5.173 3.782 -2.761
H -5.802 4.803 -1.448
C 0.183 -1.570 -0.668
C 0.412 -2.806 -1.271
C 0.789 -2.943 -2.651
C 0.983 -4.178 -3.241
C 0.812 -5.368 -2.524
C 0.454 -5.267 -1.173
C 0.272 -4.046 -0.557
H -0.127 -1.536 0.372
H 0.215 -0.650 -1.242
H 0.917 -2.037 -3.237
H 1.270 -4.227 -4.289
H 0.955 -6.333 -2.997
H 0.319 -6.178 -0.592
H -0.006 -4.003 0.492
F -1.040 -0.790 2.837
B -1.389 -1.000 4.250
F -2.776 -0.769 4.384
F -0.657 -0.055 4.996
F -1.059 -2.304 4.592
*
```

Properties
LUMO energy (alpha / beta) = 0.990 / 1.015 eV
Kohn-Sham gap (alpha / beta) = 3.22 / 3.42 eV

These are the Löwdin partial charges, in e, on atoms 1 to 6:
1. Mo 1.57
2. C -0.04
3. C -0.03
4. C 0.01
5. C -0.21
6. N -0.08

***

A structure of composition C45H53N6O7SV. Source: the OMol25 dataset; level of theory: wB97M-V/def2-TZVPD.

```
! wB97M-V def2-TZVPD RIJCOSX def2/J DEFGRID3
* xyz 1 2
V 0.103 0.043 0.244
C 2.716 -2.062 -4.981
C 3.618 -1.358 -3.965
C 3.026 -1.371 -2.594
C 3.276 -2.215 -1.577
C 4.285 -3.313 -1.503
C 5.564 -2.870 -0.786
C 2.382 -1.848 -0.468
N 1.593 -0.765 -0.864
C 1.975 -0.446 -2.138
C 1.489 0.583 -2.908
C 0.530 1.508 -2.470
C -0.048 2.577 -3.314
C 0.370 2.858 -4.717
C 1.698 3.616 -4.785
C -0.961 3.205 -2.551
C -0.958 2.522 -1.244
C -1.779 2.822 -0.214
C -1.743 2.258 1.103
N -0.869 1.360 1.531
C -1.078 1.244 2.938
C -0.238 0.730 3.850
C 1.107 0.135 3.577
N 0.528 -1.236 1.338
C 1.431 -2.024 1.758
C 2.372 -2.456 0.751
C 1.502 -2.300 3.227
C 1.300 -1.287 4.094
C 1.166 -1.500 5.582
C 2.209 -0.806 6.458
C 1.723 -3.754 3.557
C 0.504 -4.593 3.177
C -2.257 2.049 3.282
C -2.647 2.693 2.160
C -3.756 3.681 1.982
C -3.272 5.129 2.074
C -2.864 2.113 4.644
C -3.616 0.826 4.997
N -0.001 1.515 -1.253
C -1.842 4.366 -2.884
C -3.276 3.956 -3.225
H 3.148 -2.023 -5.981
H 1.730 -1.595 -5.019
H 2.573 -3.109 -4.711
H 3.799 -0.327 -4.278
H 4.599 -1.836 -3.939
H 4.525 -3.650 -2.512
H 3.849 -4.175 -0.994
H 6.022 -2.025 -1.303
H 6.290 -3.681 -0.751
H 5.355 -2.558 0.239
H 1.872 0.688 -3.912
H -0.414 3.426 -5.219
H 0.445 1.914 -5.264
H 1.611 4.592 -4.306
H 2.005 3.771 -5.819
H 2.493 3.070 -4.274
H -2.505 3.608 -0.363
H -0.554 0.833 4.885
H 3.072 -3.251 0.960
H 1.158 -2.563 5.808
H 0.171 -1.143 5.873
H 3.223 -1.104 6.181
H 2.059 -1.076 7.503
H 2.145 0.281 6.398
H 1.970 -3.889 4.607
H 2.600 -4.105 3.003
H -0.360 -4.312 3.781
H 0.695 -5.655 3.329
H 0.230 -4.445 2.129
H -4.521 3.495 2.738
H -4.248 3.508 1.022
H -2.838 5.332 3.053
H -4.097 5.825 1.916
H -2.505 5.342 1.326
H -3.541 2.966 4.696
H -2.085 2.306 5.385
H -4.427 0.647 4.292
H -4.044 0.893 5.997
H -2.954 -0.040 4.967
H -1.406 4.912 -3.722
H -1.844 5.063 -2.042
H -3.295 3.283 -4.081
H -3.876 4.834 -3.467
H -3.753 3.441 -2.389
O -1.131 -2.951 -0.316
C -1.634 -1.992 -0.846
O -1.396 -0.730 -0.547
C -2.586 -2.120 -2.005
C -2.714 -1.094 -2.927
C -3.524 -1.293 -4.030
C -4.242 -2.454 -4.237
C -4.090 -3.450 -3.290
C -3.262 -3.319 -2.192
N -4.832 -4.717 -3.479
O -5.487 -4.827 -4.492
O -4.654 -5.588 -2.657
N -3.601 -0.225 -5.044
O -2.807 0.692 -4.944
O -4.446 -0.323 -5.903
H -2.179 -0.165 -2.799
H -4.879 -2.584 -5.097
H -3.141 -4.134 -1.493
C 4.234 0.486 2.077
S 2.924 1.710 2.216
C 2.244 1.133 3.851
O 1.938 1.320 1.148
H 4.981 0.669 2.850
H 4.681 0.620 1.093
H 3.817 -0.517 2.166
H 3.082 0.699 4.392
H 1.141 0.071 2.508
H 1.922 2.033 4.374
*
```

Properties
LUMO energy (alpha / beta) = -4.454 / -4.576 eV
Kohn-Sham gap (alpha / beta) = 5.73 / 5.80 eV

These are the Löwdin partial charges, in e, on atoms 1 to 6:
1. V 1.03
2. C -0.07
3. C -0.19
4. C -0.11
5. C -0.11
6. C -0.18

***

A structure of composition C45H54BI2N10Rb. Source: the OMol25 dataset; level of theory: wB97M-V/def2-TZVPD.

```
! wB97M-V def2-TZVPD RIJCOSX def2/J DEFGRID3
* xyz -2 1
Rb -0.418 -0.381 0.240
C 1.806 -0.758 6.800
C 1.356 0.488 6.032
C 0.501 0.124 4.857
C -0.858 0.212 4.750
C -1.858 0.630 5.782
C -2.183 2.122 5.714
C -1.197 -0.354 3.457
N -0.075 -0.768 2.834
C 0.975 -0.465 3.608
C 2.310 -0.639 3.236
C 2.820 -1.199 2.061
C 4.246 -1.378 1.796
C 5.366 -0.988 2.708
C 5.583 -2.027 3.811
C 4.336 -1.986 0.578
C 2.964 -2.178 0.117
C 2.621 -2.816 -1.080
C 1.348 -3.087 -1.580
N 0.205 -2.726 -0.976
C -0.816 -2.978 -1.823
C -2.117 -2.616 -1.454
C -2.354 -2.492 -0.071
N -2.897 -1.428 0.568
C -2.497 -1.543 1.855
C -2.436 -0.519 2.822
C -1.878 -2.833 2.092
C -1.796 -3.436 0.875
C -1.432 -4.853 0.552
C -2.656 -5.622 0.049
C -1.645 -3.433 3.442
C -2.945 -4.022 4.000
C -0.308 -3.584 -3.042
C 1.044 -3.691 -2.878
C 2.037 -4.318 -3.805
C 2.542 -5.655 -3.253
C -1.155 -4.061 -4.176
C -1.502 -5.544 -4.034
N 2.105 -1.672 1.023
C 5.577 -2.406 -0.146
C 5.876 -3.895 0.054
H 2.486 -0.495 7.612
H 2.311 -1.446 6.126
H 0.943 -1.270 7.223
H 2.244 1.031 5.694
H 0.806 1.147 6.711
H -1.484 0.389 6.784
H -2.780 0.062 5.625
H -1.286 2.713 5.890
H -2.929 2.384 6.467
H -2.569 2.375 4.730
H 3.049 -0.302 3.956
H 5.149 -0.020 3.170
H 6.297 -0.877 2.139
H 4.665 -2.165 4.378
H 6.376 -1.716 4.496
H 5.854 -2.987 3.375
H 3.449 -3.139 -1.704
H -2.838 -2.305 -2.203
H -3.238 0.195 2.966
H -1.037 -5.339 1.447
H -0.658 -4.877 -0.214
H -3.466 -5.574 0.776
H -2.417 -6.671 -0.133
H -3.007 -5.176 -0.879
H -1.279 -2.671 4.129
H -0.888 -4.218 3.373
H -3.706 -3.246 4.063
H -2.792 -4.441 4.996
H -3.316 -4.811 3.346
H 2.892 -3.650 -3.948
H 1.575 -4.476 -4.783
H 2.977 -5.507 -2.267
H 3.295 -6.097 -3.908
H 1.718 -6.360 -3.153
H -0.636 -3.888 -5.122
H -2.076 -3.476 -4.192
H -0.594 -6.141 -4.010
H -2.119 -5.886 -4.866
H -2.046 -5.716 -3.107
H 6.436 -1.824 0.210
H 5.472 -2.206 -1.217
H 6.054 -4.105 1.107
H 6.756 -4.201 -0.516
H 5.025 -4.490 -0.270
C -2.321 4.330 -3.020
C -2.719 3.010 -2.791
N -1.934 2.438 -1.901
N -1.029 3.344 -1.532
C -1.234 4.500 -2.192
B 0.013 2.946 -0.491
N 1.450 3.181 -1.045
C 2.268 4.230 -0.911
C 3.508 3.886 -1.422
C 3.348 2.579 -1.866
N 2.109 2.186 -1.614
N -0.105 3.764 0.794
C -0.348 5.070 1.014
C -0.252 5.298 2.370
C 0.059 4.042 2.902
N 0.146 3.142 1.943
H -2.759 5.047 -3.686
H -3.522 2.465 -3.247
H -0.597 5.355 -2.063
H -0.099 1.803 -0.223
H 1.934 5.153 -0.478
H 4.390 4.493 -1.475
H 4.054 1.923 -2.339
H -0.574 5.753 0.217
H -0.392 6.227 2.892
H 0.211 3.759 3.926
I 1.095 0.633 -2.944
I 0.295 -0.749 -5.289
*
```

Properties
LUMO energy = 3.807 eV
Kohn-Sham gap = 4.79 eV

These are the Löwdin partial charges, in e, on atoms 1 to 6:
1. Rb 0.93
2. C -0.10
3. C -0.20
4. C -0.14
5. C -0.14
6. C -0.20

***

A structure of composition C45H54GeInN9O4Te. Source: the OMol25 dataset; level of theory: wB97M-V/def2-TZVPD.

```
! wB97M-V def2-TZVPD RIJCOSX def2/J DEFGRID3
* xyz -1 2
In 1.445 -0.946 -1.550
C 0.529 -2.420 -5.606
C -0.438 -1.700 -4.927
N -0.655 -1.859 -3.627
C 0.101 -2.757 -2.999
C 1.047 -3.505 -3.698
N 1.274 -3.335 -4.994
C -0.207 -3.058 -1.565
C -0.608 -4.348 -1.301
C -1.009 -4.688 0.023
C -1.002 -3.686 0.948
C -0.603 -2.357 0.618
N -0.152 -2.063 -0.665
C -0.706 -1.343 1.588
C -1.433 -1.303 2.784
N -1.329 -0.242 3.657
C -0.946 0.919 3.201
C -0.762 1.014 1.698
N 0.021 -0.157 1.375
C -1.442 -6.061 0.374
C -1.322 -6.570 1.664
C -1.745 -7.861 1.933
N -2.270 -8.681 1.022
C -2.383 -8.192 -0.212
C -1.988 -6.916 -0.580
H 0.715 -2.249 -6.659
H -1.053 -0.976 -5.450
H 1.625 -4.262 -3.187
H -0.622 -5.074 -2.100
H -1.312 -3.898 1.960
H -2.071 -2.113 3.108
H -0.750 1.726 3.894
H -1.736 0.900 1.230
H -0.883 -5.975 2.455
H -1.649 -8.266 2.935
H -2.815 -8.860 -0.949
H -2.133 -6.581 -1.598
N -0.324 -0.179 -3.058
N 0.299 -0.002 -4.296
C 1.352 -0.885 -4.634
O 1.639 -0.960 -5.825
O 1.870 -1.515 -3.653
H -1.125 -0.803 -3.098
H -0.545 0.708 -2.634
H -0.287 0.230 -5.083
C 2.094 -1.327 1.958
C 1.339 -0.068 1.736
O 1.856 1.032 1.908
H 3.067 -1.062 2.352
H 2.212 -1.877 1.028
H 1.553 -1.962 2.662
C 5.924 -3.754 -1.238
Ge 4.278 -3.355 -0.239
C 3.313 -5.054 -0.098
C 4.919 -2.934 1.573
C 3.418 -1.879 -1.175
H 6.455 -4.584 -0.764
H 6.584 -2.885 -1.258
H 5.692 -4.033 -2.268
H 3.909 -5.735 0.513
H 3.181 -5.500 -1.083
H 2.333 -4.933 0.372
H 5.745 -3.608 1.815
H 4.145 -3.065 2.324
H 5.286 -1.908 1.622
H 3.587 -2.046 -2.243
H 3.975 -0.976 -0.903
C 1.889 3.170 -1.989
C 1.735 1.692 -1.656
O 2.577 0.917 -2.223
N 0.777 1.209 -0.875
Te 0.181 2.689 0.753
C -1.434 3.379 -0.497
C -2.427 2.577 -1.086
C -2.551 1.074 -0.950
C -3.437 3.192 -1.829
C -3.493 4.559 -2.022
C -4.617 5.202 -2.791
C -2.471 5.328 -1.483
C -1.448 4.769 -0.731
C -0.391 5.705 -0.192
C -0.663 3.945 2.490
C 0.352 4.546 3.262
C 1.791 4.641 2.788
C 0.059 5.105 4.505
C -1.226 5.094 5.026
C -1.516 5.619 6.408
C -2.230 4.543 4.246
C -1.968 3.964 3.005
C -3.152 3.328 2.307
H 2.414 3.249 -2.938
H 2.493 3.664 -1.223
H 0.923 3.671 -2.065
H -1.614 0.590 -0.702
H -2.926 0.655 -1.882
H -3.289 0.818 -0.184
H -4.213 2.564 -2.258
H -5.339 4.458 -3.126
H -4.241 5.732 -3.668
H -5.142 5.929 -2.169
H -2.468 6.401 -1.654
H -0.462 6.675 -0.682
H 0.618 5.320 -0.357
H -0.515 5.852 0.883
H 2.223 3.665 2.562
H 2.410 5.102 3.557
H 1.869 5.255 1.887
H 0.864 5.548 5.085
H -0.755 6.330 6.731
H -1.530 4.799 7.130
H -2.490 6.109 6.450
H -3.250 4.535 4.621
H -4.037 3.959 2.410
H -3.383 2.362 2.768
H -2.976 3.168 1.247
*
```

Properties
LUMO energy (alpha / beta) = 2.051 / 1.948 eV
Kohn-Sham gap (alpha / beta) = 5.20 / 6.56 eV

These are the Löwdin partial charges, in e, on atoms 1 to 6:
1. In 0.83
2. C -0.19
3. C -0.15
4. N 0.03
5. C -0.26
6. C -0.09

***

It is found that the energy above the lowest of the compared OMol25 structures with the same formula, charge and spin values, taken in the order of the records, are 42.4 75.0 51.7 286.6 kcal per mole.